1.
DFT (ωB97M-V/def2-TZVPD) results for a structure of composition C20H28BrN3O5PtS at a distorted geometry.

The geometry in XYZ format:
```
59
Properties=species:S:1:pos:R:3:lowdin_charge:R:1
Pt 0.2842 -0.1381 -0.1925 1.231
C -2.2244 2.8956 7.5285 -0.020
C -1.8613 2.4142 6.1544 -0.221
C -0.8853 1.4273 5.9737 0.003
C -0.5846 0.9509 4.7150 -0.047
C -1.2422 1.5161 3.6168 -0.342
C -2.2503 2.4716 3.7604 -0.020
C -2.5227 2.9290 5.0327 0.002
S -0.7425 1.1098 2.0207 0.819
C 0.9353 1.8022 2.0736 -0.062
O -1.5063 1.8504 1.0531 -0.241
H -1.7703 2.2846 8.3043 0.087
H -3.3064 2.9009 7.6597 0.097
H -1.8883 3.9268 7.6644 0.102
H -0.3662 1.0283 6.8359 0.131
H 0.1508 0.1609 4.5884 0.120
H -2.7657 2.8648 2.8940 0.124
H -3.2675 3.7039 5.1674 0.135
H 0.7227 2.8612 2.2282 0.110
H 1.4320 1.5964 1.1337 0.042
H 1.4886 1.3518 2.8966 0.091
C 1.6117 0.6256 -3.0096 -0.051
N 0.5325 1.5611 -3.2920 0.051
C -0.6060 1.5913 -2.5949 -0.550
N -1.5585 2.4669 -2.9300 0.220
O -0.8315 0.8077 -1.6270 -0.161
H 2.3779 0.7396 -3.7702 0.106
H 1.2518 -0.4015 -3.0377 0.091
H 2.0738 0.8257 -2.0385 0.071
H 0.6662 2.2286 -4.0321 0.157
H -1.5090 3.0390 -3.7555 0.132
H -2.4045 2.4737 -2.3882 0.132
C 2.1843 -2.0021 2.8973 -0.026
C 2.1949 -1.9520 1.3781 -0.665
C 1.3697 -3.0890 0.8038 -0.030
C 3.6220 -2.0047 0.8580 -0.020
O 1.6416 -0.6503 0.9923 -0.379
H 2.6225 -2.9349 3.2527 0.103
H 1.1554 -1.9396 3.2699 0.075
H 2.7658 -1.1713 3.3046 0.094
H 1.8132 -4.0434 1.0847 0.109
H 1.3335 -3.0313 -0.2873 0.090
H 0.3471 -3.0588 1.1861 0.073
H 4.1313 -2.8779 1.2648 0.103
H 4.1669 -1.1079 1.1561 0.094
H 3.6295 -2.0678 -0.2325 0.091
Br -5.5247 -4.5372 0.3165 0.864
C -4.5868 -3.3057 1.3629 -0.652
C -5.0065 -3.0299 2.6685 -0.094
N -4.3777 -2.1627 3.4675 0.122
C -3.3014 -1.5444 3.0079 -0.026
C -2.8138 -1.7704 1.7158 -0.099
C -3.4772 -2.6689 0.8729 -0.009
C -1.6265 -1.1037 1.2600 -0.370
O -0.9955 -0.3413 2.1723 -0.147
O -1.1907 -1.3171 0.1104 -0.028
H -5.8798 -3.5221 3.0798 0.127
H -2.8085 -0.8513 3.6810 0.127
H -3.1224 -2.8577 -0.1311 0.134
```

Its HOMO energy is -14.79 eV. The largest force on an atom comes out at 7.64 eV/A. For the energy above the lowest of the compared OMol25 structures with the same formula, charge and spin, the calculation gives 237.4 kJ/mol. Its LUMO energy is -7.46 eV. The total charge is +2.



2.
DFT (ωB97M-V/def2-TZVPD) results for a cluster of 3 separate species, C3H16N2O2 in total at a distorted geometry.

The geometry in XYZ format:
```
23
Properties=species:S:1:pos:R:3:lowdin_charge:R:1
C -1.0130 0.7119 -0.1442 -0.134
C 0.4116 0.6041 0.4010 -0.128
C 1.2847 -0.4902 -0.2892 -0.120
N 1.3810 -1.7007 0.5725 0.180
N -1.1289 1.7654 -1.2117 0.186
H -1.7334 0.9721 0.6289 0.143
H -1.4369 -0.2084 -0.5481 0.131
H 0.4532 0.4990 1.4901 0.134
H 0.9590 1.5224 0.2573 0.119
H 0.8477 -0.7971 -1.2328 0.133
H 2.2742 -0.0859 -0.4335 0.136
H 0.4687 -1.8943 0.9813 0.170
H 1.6820 -2.5410 0.0765 0.182
H 2.0834 -1.5388 1.3423 0.115
H -0.8003 1.4425 -2.1249 0.173
H -0.5556 2.5826 -0.9916 0.175
H -2.0940 2.0858 -1.3160 0.150
H -3.9347 0.0374 -1.9579 0.077
H -3.8650 1.0289 -3.0717 0.080
O -3.2927 0.6127 -2.4084 -0.050
H 2.3358 -1.8924 3.7110 0.089
H 3.2705 -0.7496 3.3495 0.098
O 2.5300 -1.2748 2.9917 -0.039
```

Its HOMO energy is -18.69 eV. The largest force on an atom comes out at 1.01 eV/A. For the energy above the lowest of the compared OMol25 structures with the same formula, charge and spin, the calculation gives 68.3 kJ/mol. Its LUMO energy is -6.27 eV. The total charge is +2.



3.
DFT (ωB97M-V/def2-TZVPD) results for the molecule C12H16O3 at a distorted geometry.

The geometry in XYZ format:
```
31
Properties=species:S:1:pos:R:3:mulliken_spin:R:1
C -1.4846 0.9816 -0.0527 0.456
C -1.3822 -0.3867 -0.0331 0.612
C -0.1885 1.6296 0.1263 0.220
C 3.0880 -0.3036 -0.0028 0.000
C 1.4097 -0.1351 -1.7568 0.000
C 0.6223 -1.3307 -1.1904 0.076
C 2.0415 0.5352 -0.5759 -0.008
C 0.0718 -0.8312 0.1785 0.143
C 0.8383 0.5467 0.4881 0.036
C -2.7051 1.7319 -0.2071 -0.011
C -2.4522 -1.4716 -0.0071 -0.055
C 1.1803 0.7875 1.9360 0.016
O -0.0287 2.8353 0.1328 0.318
O 4.2331 -0.3283 -0.2618 0.000
O 0.1632 -1.7203 1.2831 0.025
H 2.6445 -0.9696 0.7311 0.001
H 2.2838 -0.4556 -2.5260 0.000
H 0.6696 0.4709 -2.2352 0.000
H -0.2203 -1.6063 -1.9206 0.002
H 1.1463 -2.3389 -1.0435 0.012
H 2.3121 1.5434 -0.8529 0.001
H -2.7789 2.5723 0.4506 0.024
H -3.4457 1.0484 0.0220 -0.002
H -2.9843 2.0705 -1.2074 0.060
H -3.0477 -1.4774 1.0043 0.060
H -1.7925 -2.4141 -0.1884 -0.001
H -3.2045 -1.4228 -0.7016 0.033
H 1.6984 -0.1427 2.3473 0.001
H 0.3448 0.8277 2.5991 -0.008
H 1.7157 1.7507 1.9693 0.004
H -0.7481 -1.9968 1.4949 -0.015
```

Its HOMO energy (spin up / spin down) is -6.23 / -9.24 eV. The largest force on an atom comes out at 6.21 eV/A. For the energy above the lowest of the compared OMol25 structures with the same formula, charge and spin, the calculation gives 0.0 kJ/mol. The expectation value of S² is 2.01. Its LUMO energy (spin up / spin down) is 0.44 / -2.98 eV. The spin multiplicity is 3.



4.
DFT (ωB97M-V/def2-TZVPD) results for a cluster of 7 separate species, H14O7 in total at a distorted geometry.

The geometry in XYZ format:
```
21
Properties=species:S:1:pos:R:3:lowdin_charge:R:1
O -1.9400 0.7055 -0.4622 -0.081
H -2.6833 1.2126 -0.8405 0.087
H -2.0738 -0.2165 -0.7899 0.018
O -0.4899 0.2592 1.7962 -0.060
H -1.1572 0.5092 1.1274 0.021
H -0.1804 -0.6151 1.5001 0.025
O 1.5832 1.7012 1.1041 -0.096
H 0.7775 1.2345 1.4936 0.024
H 1.9292 2.3170 1.7527 0.061
O 0.6236 1.6743 -1.4591 -0.082
H 0.8961 2.0768 -0.6060 0.030
H -0.2992 1.3753 -1.2585 0.035
O 2.1502 -0.3286 -0.7164 -0.081
H 1.6654 0.3479 -1.2656 0.031
H 2.3257 0.2525 0.0533 0.038
O 0.4360 -1.9682 0.3262 -0.113
H 1.1166 -1.3924 -0.1713 0.026
H 0.9175 -2.7474 0.6828 0.087
O -1.9525 -1.8833 -1.0627 -0.063
H -1.0809 -2.0610 -0.6300 0.024
H -2.5637 -2.4537 -0.5743 0.070
```

Its HOMO energy is -10.89 eV. Its SMILES is O.O.O.O.O.O.O. The largest force on an atom comes out at 1.15 eV/A. For the energy above the lowest of the compared OMol25 structures with the same formula, charge and spin, the calculation gives 6.5 kJ/mol. Its LUMO energy is 0.47 eV.



5.
DFT (ωB97M-V/def2-TZVPD) results for a cluster of 2 separate species, C2H2P2 in total at a distorted geometry.

The geometry in XYZ format:
```
6
Properties=species:S:1:pos:R:3:lowdin_charge:R:1
C -0.6477 0.9432 0.6067 -0.050
C -0.8561 0.7310 -0.5196 -0.066
P 2.0619 -0.9929 -0.4194 0.061
P 0.9489 -2.4142 0.2366 0.050
H -0.3817 1.0115 1.6028 0.006
H -1.1252 0.7214 -1.5071 0.000
```

Its HOMO energy is -9.41 eV. The largest force on an atom comes out at 2.58 eV/A. For the energy above the lowest of the compared OMol25 structures with the same formula, charge and spin, the calculation gives 80.8 kJ/mol. Its LUMO energy is -0.53 eV.



Please write out number 1 again, unchanged.
DFT (ωB97M-V/def2-TZVPD) results for a structure of composition C20H28BrN3O5PtS at a distorted geometry.

The geometry in XYZ format:
```
59
Properties=species:S:1:pos:R:3:lowdin_charge:R:1
Pt 0.2842 -0.1381 -0.1925 1.231
C -2.2244 2.8956 7.5285 -0.020
C -1.8613 2.4142 6.1544 -0.221
C -0.8853 1.4273 5.9737 0.003
C -0.5846 0.9509 4.7150 -0.047
C -1.2422 1.5161 3.6168 -0.342
C -2.2503 2.4716 3.7604 -0.020
C -2.5227 2.9290 5.0327 0.002
S -0.7425 1.1098 2.0207 0.819
C 0.9353 1.8022 2.0736 -0.062
O -1.5063 1.8504 1.0531 -0.241
H -1.7703 2.2846 8.3043 0.087
H -3.3064 2.9009 7.6597 0.097
H -1.8883 3.9268 7.6644 0.102
H -0.3662 1.0283 6.8359 0.131
H 0.1508 0.1609 4.5884 0.120
H -2.7657 2.8648 2.8940 0.124
H -3.2675 3.7039 5.1674 0.135
H 0.7227 2.8612 2.2282 0.110
H 1.4320 1.5964 1.1337 0.042
H 1.4886 1.3518 2.8966 0.091
C 1.6117 0.6256 -3.0096 -0.051
N 0.5325 1.5611 -3.2920 0.051
C -0.6060 1.5913 -2.5949 -0.550
N -1.5585 2.4669 -2.9300 0.220
O -0.8315 0.8077 -1.6270 -0.161
H 2.3779 0.7396 -3.7702 0.106
H 1.2518 -0.4015 -3.0377 0.091
H 2.0738 0.8257 -2.0385 0.071
H 0.6662 2.2286 -4.0321 0.157
H -1.5090 3.0390 -3.7555 0.132
H -2.4045 2.4737 -2.3882 0.132
C 2.1843 -2.0021 2.8973 -0.026
C 2.1949 -1.9520 1.3781 -0.665
C 1.3697 -3.0890 0.8038 -0.030
C 3.6220 -2.0047 0.8580 -0.020
O 1.6416 -0.6503 0.9923 -0.379
H 2.6225 -2.9349 3.2527 0.103
H 1.1554 -1.9396 3.2699 0.075
H 2.7658 -1.1713 3.3046 0.094
H 1.8132 -4.0434 1.0847 0.109
H 1.3335 -3.0313 -0.2873 0.090
H 0.3471 -3.0588 1.1861 0.073
H 4.1313 -2.8779 1.2648 0.103
H 4.1669 -1.1079 1.1561 0.094
H 3.6295 -2.0678 -0.2325 0.091
Br -5.5247 -4.5372 0.3165 0.864
C -4.5868 -3.3057 1.3629 -0.652
C -5.0065 -3.0299 2.6685 -0.094
N -4.3777 -2.1627 3.4675 0.122
C -3.3014 -1.5444 3.0079 -0.026
C -2.8138 -1.7704 1.7158 -0.099
C -3.4772 -2.6689 0.8729 -0.009
C -1.6265 -1.1037 1.2600 -0.370
O -0.9955 -0.3413 2.1723 -0.147
O -1.1907 -1.3171 0.1104 -0.028
H -5.8798 -3.5221 3.0798 0.127
H -2.8085 -0.8513 3.6810 0.127
H -3.1224 -2.8577 -0.1311 0.134
```

Its HOMO energy is -14.79 eV. The largest force on an atom comes out at 7.64 eV/A. For the energy above the lowest of the compared OMol25 structures with the same formula, charge and spin, the calculation gives 237.4 kJ/mol. Its LUMO energy is -7.46 eV. The total charge is +2.



Q: The highest largest force on an atom belongs to which entry?
A: C20H28BrN3O5PtS



Q: Which of these has the highest largest force on an atom?
A: C20H28BrN3O5PtS



Q: Which formula does entry 1 have?
A: C20H28BrN3O5PtS